1.
{"formula": "C36H55BrN5O2ReSi", "method": "the ωB97M-V functional and the def2-TZVPD basis", "charge": 3, "spin_multiplicity": 2, "gap_ev": [6.1, 5.6], "s2": 0.86, "symbols": ["Re", "O", "C", "C", "C", "C", "C", "C", "C", "O", "N", "N", "C", "C", "C", "C", "C", "C", "N", "H", "H", "H", "H", "H", "H", "H", "H", "H", "H", "C", "C", "C", "C", "Si", "Br", "C", "C", "C", "C", "C", "C", "C", "C", "H", "H", "H", "H", "H", "H", "H", "H", "H", "H", "H", "H", "H", "H", "H", "H", "H", "H", "H", "H", "H", "H", "H", "H", "H", "H", "H", "C", "C", "C", "C", "C", "C", "C", "H", "H", "H", "H", "H", "H", "H", "N", "C", "C", "N", "C", "C", "H", "H", "H", "H", "H", "H", "H", "H", "H", "H", "H"], "positions_angstrom": [[-0.212, 1.491, -0.665], [-3.649, -2.735, -1.748], [-4.095, -2.158, -0.631], [-5.207, -2.747, -0.021], [-5.722, -2.220, 1.138], [-5.151, -1.087, 1.741], [-4.065, -0.497, 1.155], [-3.513, -1.010, -0.043], [-2.381, -0.357, -0.630], [-1.920, 0.750, -0.056], [-1.825, -0.783, -1.755], [-0.782, 0.021, -2.070], [-0.089, -0.127, -3.143], [0.993, 0.835, -3.296], [1.895, 0.824, -4.344], [2.915, 1.767, -4.368], [2.995, 2.702, -3.348], [2.045, 2.684, -2.343], [1.064, 1.771, -2.305], [-2.878, -2.254, -2.096], [-5.639, -3.621, -0.487], [-6.582, -2.691, 1.595], [-5.563, -0.694, 2.659], [-3.603, 0.368, 1.609], [-0.289, -0.915, -3.860], [1.806, 0.076, -5.120], [3.640, 1.766, -5.171], [3.780, 3.445, -3.325], [2.069, 3.400, -1.530], [-0.289, -3.735, 2.204], [0.911, -3.950, 1.271], [1.454, -5.387, 1.500], [0.399, -3.830, -0.175], [2.396, -2.852, 1.661], [1.312, -0.270, 0.217], [2.536, -2.063, 3.365], [1.294, -1.268, 3.801], [3.757, -1.148, 3.530], [2.708, -3.289, 4.305], [3.931, -2.980, 0.580], [3.677, -3.598, -0.802], [4.685, -1.658, 0.365], [4.831, -3.946, 1.400], [-1.052, -4.472, 1.943], [-0.730, -2.745, 2.081], [-0.051, -3.884, 3.255], [0.639, -6.086, 1.303], [1.778, -5.556, 2.529], [2.273, -5.651, 0.832], [-0.469, -4.487, -0.274], [1.128, -4.143, -0.917], [0.073, -2.816, -0.410], [1.077, -0.445, 3.120], [1.504, -0.838, 4.782], [0.403, -1.881, 3.902], [3.697, -0.266, 2.890], [4.703, -1.653, 3.342], [3.781, -0.802, 4.565], [1.850, -3.961, 4.296], [2.811, -2.913, 5.325], [3.606, -3.870, 4.088], [3.042, -2.961, -1.419], [3.238, -4.593, -0.759], [4.640, -3.697, -1.308], [4.085, -0.934, -0.186], [5.571, -1.878, -0.234], [5.025, -1.196, 1.288], [4.373, -4.923, 1.568], [5.133, -3.533, 2.362], [5.743, -4.119, 0.823], [0.268, 2.449, 1.176], [-0.649, 3.610, 1.120], [-1.983, 3.492, 1.544], [-2.866, 4.551, 1.403], [-2.439, 5.756, 0.846], [-1.114, 5.898, 0.447], [-0.230, 4.835, 0.581], [0.089, 1.775, 2.013], [1.328, 2.720, 1.149], [-2.316, 2.564, 1.990], [-3.883, 4.454, 1.761], [-3.120, 6.594, 0.780], [-0.760, 6.850, 0.073], [0.812, 4.965, 0.310], [-3.379, 4.514, -3.493], [-2.053, 5.057, -3.039], [-1.118, 3.916, -2.676], [-1.677, 3.026, -1.637], [-2.989, 2.504, -2.093], [-3.965, 3.614, -2.439], [-3.268, 3.997, -4.369], [-4.023, 5.284, -3.698], [-2.260, 5.682, -2.168], [-1.646, 5.676, -3.836], [-0.192, 4.355, -2.310], [-0.880, 3.311, -3.555], [-1.861, 3.597, -0.805], [-3.437, 1.921, -1.291], [-2.826, 1.840, -2.946], [-4.166, 4.249, -1.574], [-4.905, 3.215, -2.816]]}


2.
{"formula": "C36H55Cl2CuIN3OP", "method": "the ωB97M-V functional and the def2-TZVPD basis", "charge": 1, "spin_multiplicity": 1, "gap_ev": 8.6, "symbols": ["Cu", "C", "C", "C", "C", "C", "C", "C", "C", "C", "C", "C", "C", "C", "C", "C", "C", "C", "C", "C", "C", "C", "P", "C", "C", "C", "C", "C", "C", "C", "C", "H", "H", "H", "H", "H", "H", "H", "H", "H", "H", "H", "H", "H", "H", "H", "H", "H", "H", "H", "H", "H", "H", "H", "H", "H", "H", "H", "H", "H", "H", "H", "H", "H", "H", "H", "H", "H", "H", "H", "H", "H", "H", "H", "H", "H", "N", "C", "N", "O", "H", "H", "H", "H", "I", "C", "C", "C", "C", "N", "C", "H", "H", "H", "H", "Cl", "C", "Cl", "H", "H"], "positions_angstrom": [[1.272, 0.908, 0.295], [-1.669, -2.884, 4.615], [-2.695, -2.138, 3.766], [-3.978, -2.971, 3.637], [-2.198, -1.760, 2.385], [-2.865, -0.772, 1.675], [-2.533, -0.440, 0.366], [-3.382, 0.603, -0.349], [-3.398, 1.946, 0.385], [-4.820, 0.099, -0.535], [-1.468, -1.114, -0.260], [-0.753, -2.088, 0.460], [-1.127, -2.390, 1.765], [0.362, -2.875, -0.201], [1.525, -3.181, 0.742], [-0.177, -4.172, -0.817], [-1.354, -1.013, -1.757], [-2.367, -1.739, -2.402], [-2.546, -1.730, -3.771], [-1.692, -0.971, -4.551], [-0.665, -0.275, -3.944], [-0.452, -0.281, -2.557], [0.993, 0.694, -1.946], [2.507, 0.032, -2.888], [2.895, -1.285, -2.200], [3.637, 1.052, -2.685], [2.381, -0.265, -4.381], [0.552, 2.480, -2.463], [0.280, 2.769, -3.940], [1.643, 3.456, -1.994], [-0.730, 2.767, -1.664], [-2.052, -3.016, 5.628], [-0.725, -2.342, 4.674], [-1.472, -3.879, 4.208], [-2.957, -1.208, 4.281], [-3.782, -3.888, 3.077], [-4.756, -2.413, 3.112], [-4.357, -3.245, 4.623], [-3.696, -0.261, 2.155], [-2.962, 0.773, -1.341], [-3.800, 1.846, 1.395], [-4.022, 2.661, -0.155], [-2.393, 2.372, 0.456], [-5.311, -0.034, 0.431], [-4.839, -0.859, -1.054], [-5.403, 0.814, -1.119], [-0.584, -3.161, 2.297], [0.749, -2.255, -1.007], [1.262, -3.952, 1.468], [1.831, -2.281, 1.286], [2.380, -3.550, 0.171], [-0.634, -4.795, -0.045], [0.632, -4.739, -1.283], [-0.930, -3.967, -1.577], [-3.036, -2.323, -1.783], [-3.345, -2.306, -4.221], [-1.818, -0.926, -5.626], [-0.008, 0.294, -4.575], [2.912, -1.183, -1.115], [3.897, -1.577, -2.531], [2.214, -2.093, -2.477], [3.677, 1.424, -1.660], [3.539, 1.896, -3.365], [4.594, 0.570, -2.898], [1.664, -1.058, -4.582], [3.357, -0.616, -4.731], [2.127, 0.611, -4.975], [1.102, 2.458, -4.583], [0.170, 3.850, -4.060], [-0.643, 2.308, -4.288], [2.455, 3.531, -2.714], [2.065, 3.178, -1.032], [1.206, 4.454, -1.894], [-1.568, 2.158, -2.006], [-1.005, 3.820, -1.769], [-0.567, 2.553, -0.600], [0.575, 4.494, 1.538], [1.816, 3.947, 1.581], [2.811, 4.745, 2.035], [2.045, 2.782, 1.237], [0.402, 5.449, 1.792], [-0.173, 3.985, 1.105], [2.666, 5.696, 2.319], [3.729, 4.349, 2.124], [-1.911, 2.638, 4.683], [-0.299, 1.472, 4.046], [0.614, 0.943, 4.942], [1.648, 0.173, 4.434], [1.735, -0.026, 3.068], [0.861, 0.499, 2.205], [-0.143, 1.231, 2.692], [0.523, 1.117, 6.005], [2.382, -0.268, 5.095], [2.532, -0.621, 2.646], [-0.853, 1.628, 1.978], [6.824, -1.028, 1.858], [5.297, -1.413, 1.064], [4.348, 0.052, 0.725], [4.720, -2.051, 1.721], [5.508, -1.901, 0.121]]}


Calculated F_max (eV/A), listed in the same order as above: 0.5 0.5
Calculated DFT total energy (hartree), listed in the same order as above: -4769.960858 -4844.119252
Calculated energy relative to the best compared isomer or geometry (same formula, charge and spin) (kJ/mol), listed in the same order as above: 0.0 0.0